C16H23AsF6N4NaO2S6 as an isolated structure, computed with ωB97M-V/def2-TZVPD.

## Properties
ΔE to the lowest compared entry with this formula, charge and spin ... 0.000 eV
Frontier orbital gap (spin up / spin down) ... 6.111 / 5.226 eV
F_max ... 0.22 eV Å⁻¹
Electronic energy ... -6379.7460 Ha

ORCA input file:
```
! wB97M-V def2-TZVPD RIJCOSX def2/J DEFGRID3
* xyz -2 2
Na 0.0676 1.0171 -0.9599
S 7.9430 0.8578 -0.5582
C 6.3184 0.9598 -0.8575
S 5.3840 -0.3284 -1.5101
C 3.7903 0.4282 -1.4960
C 3.7880 1.7633 -1.0345
S 2.4901 2.7996 -0.8695
S 5.3772 2.3662 -0.5625
S 2.4948 -0.4854 -2.0176
F -1.4789 2.5337 0.3522
As -1.7558 3.9127 -0.7065
F -2.2720 4.8515 0.6571
F -0.1182 4.4185 -0.4208
F -1.9978 5.2491 -1.7773
F -1.2041 2.9065 -2.0380
F -3.3861 3.3901 -0.9757
C 0.9676 -3.5002 -0.0257
C 0.9061 -3.1247 1.4514
N 1.8689 -2.1105 1.8565
C 3.1506 -2.5660 2.3632
C 4.1572 -2.9749 1.2883
C 1.6330 -0.7859 1.5587
C 2.7224 0.1936 1.9036
N 0.5555 -0.3286 1.0388
H 0.1428 -4.1662 -0.2841
H 1.9078 -3.9935 -0.2716
H 0.8701 -2.6169 -0.6537
H 1.0821 -4.0044 2.0764
H -0.0987 -2.7720 1.6971
H 2.9616 -3.4125 3.0308
H 3.5832 -1.7836 2.9833
H 3.8431 -3.8824 0.7731
H 5.1370 -3.1605 1.7347
H 4.2635 -2.1881 0.5404
H 2.8524 0.2755 2.9837
H 2.4307 1.1668 1.5254
H 3.6750 -0.0946 1.4535
H -0.1376 -1.0351 0.8032
N 0.8695 3.7470 2.5940
N 0.5556 2.4105 3.0267
H 0.2405 4.0314 1.8474
H 1.7910 3.7062 2.1745
H 0.1584 1.8785 2.2559
H -0.1711 2.4974 3.7257
O -7.8742 0.9130 -2.1464
C -7.3802 -0.3459 -2.3293
O -8.1567 -1.2159 -2.6456
C -5.9276 -0.5251 -2.1533
C -5.0579 0.4838 -1.7186
C -3.7089 0.2539 -1.5694
C -3.1375 -1.0033 -1.8526
S -1.4476 -1.3032 -1.6462
C -4.0236 -2.0125 -2.2876
C -5.3735 -1.7782 -2.4329
H -7.1451 1.5087 -1.9392
H -5.4013 1.4827 -1.4607
H -3.0740 1.0538 -1.2172
H -3.6158 -2.9907 -2.5097
H -6.0351 -2.5676 -2.7675
*
```

Charges computed using Löwdin, reported in e:
1. Na 0.054
2. S 0.444
3. C -1.546
4. S 0.847
5. C -1.195
6. C -1.195
7. S 0.644
8. S 0.864
9. S 0.618
10. F -0.259
11. As 0.728
12. F -0.253
13. F -0.287
14. F -0.250
15. F -0.256
16. F -0.244
17. C -0.092
18. C -0.212
19. N -0.091
20. C -0.226
21. C -0.068
22. C -0.428
23. C -0.028
24. N 0.125
25. H 0.071
26. H 0.057
27. H -0.002
28. H 0.109
29. H 0.111
30. H 0.109
31. H 0.099
32. H 0.060
33. H 0.073
34. H 0.042
35. H 0.085
36. H 0.035
37. H 0.073
38. H -0.004
39. N -0.072
40. N -0.078
41. H 0.023
42. H 0.029
43. H 0.023
44. H 0.047
45. O 0.082
46. C -0.498
47. O 0.065
48. C -0.174
49. C -0.036
50. C -0.110
51. C -0.730
52. S 0.564
53. C -0.133
54. C -0.043
55. H 0.074
56. H 0.101
57. H 0.064
58. H 0.084
59. H 0.108